[1]
113
Properties=species:S:1:pos:R:3:forces:R:3:mulliken_charge:R:1 method="wB97M-V/def2-TZVPD" max_force_ev_per_a=0.82 homo_energy_ev=-5.81 energy_ha=-3775.48521 relative_energy_kcal_mol=23.0 homo_lumo_gap_ev=6.0 lumo_energy_ev=0.1
Rb -0.14975 -0.07012 0.90272 0.27 -0.35 0.40 2.282
C 0.19221 2.99314 2.19004 0.06 -0.03 -0.26 0.546
P -1.00023 3.41935 0.80289 -0.01 -0.04 0.14 0.497
C -1.16790 5.22967 1.06784 0.04 -0.07 -0.03 0.318
C -0.73515 6.08934 0.06419 0.00 -0.02 -0.03 -0.416
C -0.76849 7.46775 0.24504 0.00 0.01 0.01 -0.577
C -1.24091 7.99785 1.43400 0.00 -0.02 0.00 -0.448
C -1.67752 7.14791 2.44510 -0.01 0.02 0.00 -0.707
C -1.63708 5.77617 2.26386 -0.01 0.00 -0.02 -0.284
C -2.61758 2.79777 1.43954 0.00 0.05 -0.04 0.725
C -2.70896 1.49529 1.93511 -0.07 0.06 0.00 0.372
C -3.93260 0.93412 2.27094 0.01 0.01 0.04 -0.934
C -5.10060 1.66434 2.10896 -0.01 0.01 -0.02 -0.635
C -5.03005 2.95617 1.60419 0.00 -0.01 0.01 -0.699
C -3.80434 3.51358 1.26956 0.02 0.01 0.02 -0.553
C 1.57443 2.77896 1.64354 0.12 0.13 0.08 -0.703
C 2.51307 3.73924 1.28919 0.03 -0.01 0.01 -1.072
C 3.62705 3.02489 0.78039 -0.01 0.00 -0.03 -1.594
C 3.28410 1.68538 0.86881 0.00 -0.06 0.03 0.379
C 4.04363 0.44757 0.47964 -0.14 0.04 0.05 -0.848
P 2.77780 -0.68419 -0.26419 0.51 -0.10 -0.40 0.403
C 2.43860 0.28096 -1.79610 0.00 -0.03 -0.03 0.684
C 3.31953 0.35815 -2.87495 -0.03 -0.01 0.00 -0.296
C 3.00474 1.11315 -3.99456 0.02 0.00 -0.01 -0.809
C 1.81204 1.82369 -4.04666 0.00 -0.01 0.00 -0.677
C 0.94688 1.78817 -2.96484 0.00 0.03 0.04 -0.675
C 1.25999 1.02027 -1.85294 0.11 -0.01 -0.03 0.689
C 3.80526 -2.07538 -0.89857 -0.01 0.01 0.07 0.200
C 4.78437 -2.62789 -0.07014 0.00 0.01 -0.01 -0.631
C 5.49156 -3.75955 -0.44945 -0.01 -0.02 -0.03 -0.687
C 5.23037 -4.37256 -1.66681 0.01 0.00 0.01 -0.665
C 4.25319 -3.84311 -2.49736 0.00 0.01 0.00 -0.182
C 3.54735 -2.71156 -2.11364 -0.02 0.03 0.02 -0.774
N 2.03356 1.52449 1.37909 0.10 0.24 0.17 0.845
H -0.16004 2.08819 2.69268 0.02 0.09 0.08 -0.692
H 0.18500 3.80719 2.91587 -0.10 -0.02 0.05 0.788
H -0.35803 5.67256 -0.86212 0.01 0.00 0.00 0.366
H -0.42172 8.12515 -0.54199 0.00 -0.01 -0.01 0.400
H -1.26717 9.07035 1.57881 0.00 0.00 0.00 0.369
H -2.04510 7.56016 3.37655 0.00 -0.01 0.00 0.386
H -1.97851 5.11955 3.05608 0.00 -0.01 0.00 0.410
H -1.81953 0.89659 2.06295 -0.57 0.32 0.49 -0.923
H -3.96333 -0.07464 2.66595 0.01 0.00 0.00 0.529
H -6.05758 1.23266 2.37363 0.00 0.00 0.00 0.418
H -5.93520 3.53606 1.47231 0.00 0.00 0.00 0.383
H -3.76956 4.52220 0.87616 0.00 0.01 0.00 0.440
H 2.41260 4.81162 1.38652 -0.01 0.00 0.01 0.560
H 4.55299 3.43511 0.40416 0.01 0.00 0.00 0.491
H 4.49828 -0.04300 1.34637 0.01 -0.01 -0.01 0.548
H 4.82949 0.65699 -0.24883 0.02 0.00 0.00 0.406
H 4.26024 -0.17815 -2.84368 0.00 -0.02 0.00 0.496
H 3.69808 1.15661 -4.82556 0.00 0.00 0.00 0.437
H 1.57080 2.41444 -4.92159 -0.01 0.01 0.00 0.421
H 0.03110 2.36800 -2.97184 0.00 -0.01 0.00 0.483
H 0.58608 1.01787 -1.01168 0.15 0.31 -0.47 -1.055
H 4.99703 -2.16854 0.88778 0.02 -0.02 -0.01 0.328
H 6.25080 -4.16490 0.20752 0.00 0.01 0.01 0.417
H 5.78478 -5.25246 -1.96655 0.00 0.00 0.00 0.388
H 4.04502 -4.31094 -3.45296 -0.01 0.01 -0.01 0.427
H 2.79380 -2.30095 -2.77396 -0.01 0.02 -0.03 0.408
O -1.61027 -0.34400 -1.33329 -0.10 0.06 -0.15 -0.172
S -2.27527 -0.07887 -2.64121 -0.10 -0.12 -0.19 0.063
C -3.67376 -1.27000 -2.74158 0.12 0.07 0.06 -1.019
C -3.44304 -2.49772 -1.86587 -0.02 -0.03 0.04 -0.094
C -3.85524 -2.24869 -0.41551 0.01 -0.01 -0.07 -0.126
C -3.69991 -3.45213 0.50174 0.12 0.07 0.06 -1.063
S -1.99495 -3.63783 1.16154 -0.11 -0.16 -0.22 -0.054
O -1.35772 -2.29584 1.05624 -0.28 -0.56 0.23 -0.313
C -1.25948 -4.61047 -0.16037 0.00 0.02 0.01 0.162
C -1.77047 -5.85242 -0.51466 0.00 0.00 0.01 -0.621
C -1.12801 -6.59719 -1.49098 0.00 0.01 0.00 -0.651
C 0.02958 -6.11242 -2.08786 0.01 0.01 0.00 -0.904
C 0.54946 -4.88508 -1.70441 -0.02 -0.04 -0.01 0.088
C -0.09540 -4.12707 -0.73587 -0.01 0.00 0.01 -0.624
C -1.26007 -0.86287 -3.89648 0.02 0.02 0.11 0.516
C -0.28135 -1.76469 -3.51873 0.01 0.00 -0.01 0.360
C 0.48490 -2.37360 -4.50315 -0.03 0.00 0.00 -0.757
C 0.28434 -2.05969 -5.83976 -0.02 0.01 0.00 -0.879
C -0.68621 -1.13443 -6.20234 -0.01 0.00 0.00 -0.675
C -1.46349 -0.52973 -5.22712 -0.01 0.02 -0.02 -0.674
H -3.76713 -1.52389 -3.79675 -0.05 0.02 -0.02 0.522
H -4.56665 -0.72325 -2.43245 0.02 0.02 0.01 0.568
H -2.39528 -2.80315 -1.92112 -0.01 0.00 0.01 -0.344
H -4.03489 -3.32378 -2.27192 0.03 -0.01 -0.02 0.615
H -4.90684 -1.94674 -0.39431 0.00 -0.01 0.01 0.563
H -3.27450 -1.41977 -0.01021 -0.03 0.01 0.01 -0.308
H -3.97098 -4.39560 0.02648 -0.02 -0.01 0.01 0.509
H -4.30982 -3.33266 1.39803 -0.01 0.00 0.00 0.438
H -2.65836 -6.24432 -0.03253 0.00 -0.01 0.00 0.439
H -1.52604 -7.56105 -1.77991 0.00 0.00 0.00 0.395
H 0.53325 -6.70204 -2.84271 0.00 0.00 0.00 0.423
H 1.46873 -4.51810 -2.14266 -0.01 -0.01 0.01 0.543
H 0.30036 -3.16912 -0.41976 0.01 -0.01 0.02 0.685
H -0.12375 -1.97005 -2.46694 0.01 0.03 -0.02 0.224
H 1.24265 -3.09418 -4.22432 0.01 0.00 -0.01 0.476
H 0.89087 -2.52765 -6.60403 0.01 -0.01 0.01 0.415
H -0.83083 -0.87684 -7.24325 0.00 0.00 0.00 0.417
H -2.21198 0.20646 -5.49859 0.00 0.00 0.00 0.485
C 2.20044 -0.31725 4.29799 -0.01 -0.01 -0.05 -1.419
N 1.18826 0.20246 5.21578 0.02 -0.03 -0.03 0.377
C 1.62430 0.91765 6.40355 0.00 -0.01 0.01 -1.234
C -0.10557 0.06281 4.86893 0.02 0.11 -0.05 0.622
C -1.17158 0.49959 5.84690 -0.02 -0.01 0.00 -1.444
O -0.43078 -0.40839 3.77955 -0.05 -0.06 -0.06 -0.692
H 3.14696 -0.38783 4.83040 -0.01 -0.01 0.01 0.487
H 2.31533 0.32077 3.41782 -0.02 0.05 -0.01 0.482
H 1.90570 -1.31003 3.95817 0.00 0.00 0.02 0.307
H 2.65760 1.22364 6.26078 -0.01 0.02 -0.01 0.414
H 1.57360 0.29809 7.30348 0.00 0.00 0.00 0.313
H 1.03654 1.82007 6.56197 0.00 0.00 0.00 0.403
H -0.83796 0.55023 6.87991 0.01 0.00 0.01 0.444
H -1.99223 -0.21022 5.76651 -0.01 0.02 -0.02 0.312
H -1.55204 1.47817 5.54789 0.02 0.02 0.00 0.298

=====

[2]
117
Properties=species:S:1:pos:R:3:forces:R:3:mulliken_charge:R:1 method="wB97M-V/def2-TZVPD" max_force_ev_per_a=1.04 homo_energy_ev=-1.46 energy_ha=-5103.90736 relative_energy_kcal_mol=8.0 total_charge=-2 homo_lumo_gap_ev=4.9 lumo_energy_ev=3.5
Lu -0.54724 -0.44045 -0.51519 0.27 0.53 0.85 1.356
C 3.72913 -5.26675 1.11832 -0.01 -0.04 -0.11 -1.050
C 2.91361 -5.07540 -0.16850 -0.06 0.11 0.16 -1.024
C 1.68090 -4.26118 0.07445 0.07 0.08 0.03 0.520
C 0.39184 -4.67780 0.20198 -0.01 0.01 -0.13 0.639
C -0.16288 -6.05591 0.01695 0.08 0.03 0.29 -1.247
C -0.28692 -6.82859 1.33630 -0.03 -0.04 -0.12 -1.035
C -0.38894 -3.49584 0.51078 0.02 0.00 0.20 0.553
N 0.39583 -2.38887 0.47367 -0.06 0.16 -0.45 -0.531
C 1.66364 -2.81992 0.24214 0.08 -0.10 0.07 -0.240
C 2.77850 -1.99559 0.21670 0.01 -0.02 0.05 -0.663
C 2.78884 -0.60625 0.24637 0.02 -0.02 -0.06 -0.314
C 3.97788 0.20044 0.41717 -0.08 -0.01 0.14 0.724
C 5.31604 -0.32119 0.85085 -0.01 0.04 -0.22 -1.292
C 6.24762 -0.65821 -0.31308 -0.01 -0.05 0.03 -1.059
C 3.58442 1.49879 0.29365 0.00 0.04 -0.16 0.846
C 2.14275 1.47416 0.13540 0.06 -0.06 0.00 -0.182
C 1.32775 2.59961 0.27596 -0.04 0.07 -0.02 -0.782
C 0.02822 2.59677 0.76264 0.09 -0.05 0.09 0.495
N -0.71040 1.47888 0.98791 0.09 -0.45 -0.11 -0.332
C -1.76577 1.85512 1.74740 0.04 -0.02 -0.11 0.287
C -2.76483 1.01046 2.21640 -0.14 0.06 0.02 -0.830
C -2.86618 -0.36171 2.03051 0.04 -0.03 -0.07 0.484
N -1.96272 -1.12383 1.36995 0.22 0.13 -0.44 -0.260
C -2.41145 -2.40380 1.43501 0.07 -0.05 0.04 -0.253
C -1.70573 -3.50190 0.95931 -0.15 0.02 0.02 -0.549
C -3.68882 -2.45834 2.13054 0.02 -0.02 -0.01 0.245
C -3.95626 -1.18606 2.52866 0.04 0.03 0.12 0.698
C -5.10483 -0.65147 3.32949 -0.07 0.02 -0.19 -1.285
C -6.15631 0.04803 2.45737 0.02 -0.05 0.11 -1.132
C -4.50383 -3.70359 2.32655 -0.07 0.12 -0.02 -0.479
C -5.96878 -3.55360 1.90289 0.08 -0.05 0.00 -1.216
C -1.71854 3.28572 2.00144 0.02 0.04 -0.06 0.636
C -0.62519 3.75561 1.34481 -0.09 0.07 -0.11 0.570
C -0.14872 5.17262 1.24404 0.07 -0.14 0.23 -1.362
C 0.65727 5.61682 2.47082 -0.03 0.03 -0.11 -0.763
C -2.65822 4.03975 2.88879 0.08 -0.09 0.05 -1.181
C -2.35804 3.81032 4.37609 -0.08 0.05 -0.03 -1.142
N 1.69843 0.19281 0.09116 -0.27 -0.02 -0.07 0.010
C 4.42910 2.72714 0.45244 -0.14 -0.07 0.24 -1.204
C 4.32576 3.31029 1.86964 0.07 -0.02 -0.11 -1.092
H 4.62218 -5.87058 0.93550 -0.01 0.00 0.02 0.382
H 3.12378 -5.75903 1.88176 0.02 -0.01 0.00 0.261
H 4.04167 -4.30264 1.52043 0.01 -0.01 0.03 0.233
H 2.63508 -6.05404 -0.56626 0.01 0.01 -0.05 0.356
H 3.52817 -4.57736 -0.92243 0.01 -0.06 -0.05 0.344
H 0.49050 -6.61252 -0.65887 -0.04 0.00 -0.05 0.447
H -1.13830 -5.98243 -0.46842 0.00 -0.04 -0.02 0.438
H 0.68932 -6.90609 1.81924 -0.02 -0.01 0.03 0.221
H -0.66784 -7.83915 1.16439 0.00 0.01 0.04 0.363
H -0.96222 -6.31871 2.02514 0.03 0.01 0.01 0.286
H 3.74632 -2.48032 0.16106 -0.01 -0.02 0.00 0.421
H 5.15990 -1.21584 1.45742 0.01 0.02 0.05 0.419
H 5.79556 0.41976 1.49714 0.02 -0.04 0.04 0.410
H 5.72885 -1.28814 -1.03697 0.03 -0.01 -0.05 0.220
H 7.14378 -1.18100 0.03289 0.00 0.02 -0.03 0.442
H 6.55947 0.25404 -0.82173 0.00 0.03 -0.09 0.208
H 1.80875 3.56500 0.16256 0.01 0.00 0.09 0.250
H -3.55516 1.48157 2.78980 0.00 -0.02 -0.01 0.219
H -2.20351 -4.46192 0.99360 0.02 -0.01 -0.03 0.150
H -4.72058 0.06047 4.06576 -0.02 -0.02 0.05 0.447
H -5.57765 -1.46038 3.89171 0.05 0.00 0.04 0.508
H -5.70900 0.86530 1.89184 -0.02 -0.01 -0.02 0.331
H -6.96532 0.45190 3.07180 0.00 0.01 -0.03 0.348
H -6.58273 -0.65145 1.73796 0.00 0.04 -0.02 0.294
H -4.45483 -4.02934 3.37187 0.00 -0.03 -0.01 0.378
H -4.06306 -4.49941 1.72653 0.03 -0.06 0.07 0.197
H -6.52230 -2.91184 2.58839 -0.02 0.00 -0.06 0.194
H -6.46077 -4.52904 1.88293 -0.02 0.02 0.01 0.421
H -6.02657 -3.11868 0.90416 -0.02 -0.01 0.01 0.352
H -1.01506 5.82828 1.12622 0.02 0.03 -0.06 0.510
H 0.46190 5.28127 0.34602 -0.05 0.06 -0.04 0.327
H 0.04993 5.54043 3.37395 0.02 0.00 0.01 0.185
H 0.99324 6.65250 2.36982 0.02 -0.02 0.02 0.383
H 1.53323 4.97960 2.60139 0.00 0.01 0.03 0.089
H -3.68828 3.73507 2.68541 -0.02 0.07 -0.04 0.422
H -2.58549 5.10850 2.67073 -0.06 0.00 -0.04 0.373
H -2.42698 2.75018 4.62380 0.01 0.01 0.00 0.277
H -3.06462 4.35934 5.00470 0.02 -0.02 0.01 0.379
H -1.34799 4.14264 4.62153 0.00 -0.02 0.00 0.289
H 4.12360 3.48153 -0.27776 0.04 0.00 -0.02 0.377
H 5.47101 2.47276 0.24118 0.00 0.07 -0.08 0.417
H 3.27901 3.45054 2.13728 0.00 0.03 0.04 0.118
H 4.84283 4.27042 1.94936 0.00 -0.02 0.02 0.382
H 4.76197 2.62013 2.59484 -0.02 0.01 0.01 0.298
S -0.89778 0.98855 -5.52977 0.45 0.17 0.17 -0.512
C -2.31240 1.38447 -4.62166 0.34 -0.09 -0.05 0.231
C -3.53112 1.47894 -5.31770 -0.31 0.07 0.09 -0.837
C -4.73741 1.74803 -4.69089 0.27 -0.08 0.17 0.590
C -5.92981 1.88998 -5.46622 -0.15 0.03 -0.13 0.003
N -6.87951 2.03141 -6.10321 0.02 -0.04 0.00 -0.652
C -4.76323 1.90339 -3.29219 0.11 0.00 -0.05 0.132
C -3.56138 1.83484 -2.59385 0.00 -0.02 -0.07 -0.484
C -2.33441 1.61299 -3.21646 -0.26 0.14 0.01 -0.026
S -0.89395 1.75493 -2.21689 0.15 -0.20 0.02 0.030
C -5.97653 2.16215 -2.58907 -0.11 0.05 0.09 -0.215
N -6.94261 2.38781 -2.00093 0.00 -0.01 -0.02 -0.676
H -3.51610 1.34141 -6.39016 0.03 -0.01 0.00 0.441
H -3.57500 1.96335 -1.51944 0.00 0.03 0.02 0.558
I -2.63123 -1.83805 -2.02026 -0.20 -0.13 -0.23 -0.569
C 2.26102 3.15295 -3.94736 -0.23 -0.11 -0.02 -1.235
C 2.82362 1.78700 -3.75402 0.20 0.11 -0.02 1.339
C 4.16347 1.49585 -3.81100 -0.08 0.20 0.13 -1.297
C 4.53420 0.14962 -3.69379 -0.23 -0.28 0.08 1.121
N 3.67398 -0.79963 -3.38427 0.34 0.15 -0.10 -0.471
C 2.35924 -0.48443 -3.24032 -0.36 -0.60 0.20 -0.073
S 1.23177 -1.64051 -2.76292 0.02 0.24 -0.07 -0.231
N 1.95301 0.78838 -3.52815 -0.31 0.37 -0.84 1.012
C 5.95635 -0.25910 -3.95339 -0.08 -0.03 -0.01 -1.529
H 3.05208 3.88901 -4.08375 -0.01 -0.05 -0.01 0.391
H 1.63777 3.40443 -3.08650 0.00 0.03 0.01 0.134
H 1.58671 3.14796 -4.80693 -0.03 0.02 -0.03 0.307
H 4.89352 2.27367 -3.98967 -0.04 0.00 0.00 0.342
H 0.95278 0.95600 -3.82617 0.15 -0.24 0.70 -0.821
H 6.24335 0.01930 -4.97007 -0.01 -0.01 0.01 0.462
H 6.05866 -1.33432 -3.83011 0.00 -0.01 0.01 0.321
H 6.63216 0.25123 -3.26834 0.06 0.03 0.05 0.284